# 1
{
  "formula": "C39H45F2N7O13S2",
  "method": "ωB97M-V with the def2-TZVPD basis set",
  "symbols": ["C", "N", "C", "C", "C", "C", "C", "C", "C", "C", "N", "C", "C", "C", "H", "H", "H", "H", "H", "H", "H", "H", "H", "H", "H", "H", "H", "H", "C", "N", "C", "C", "C", "C", "C", "C", "C", "C", "N", "C", "C", "C", "H", "H", "H", "H", "H", "H", "H", "H", "H", "H", "H", "H", "H", "H", "C", "N", "C", "C", "C", "C", "C", "C", "C", "C", "N", "C", "C", "C", "H", "H", "H", "H", "H", "H", "H", "H", "H", "H", "H", "H", "H", "H", "O", "C", "O", "O", "H", "O", "C", "O", "O", "H", "O", "C", "O", "O", "H", "N", "S", "O", "O", "F", "S", "O", "O", "F"],
  "coordinates": [[-2.59, -5.24, -1.22], [-2.85, -3.78, -1.24], [-1.97, -2.93, -0.70], [-2.23, -1.60, -0.40], [-3.50, -1.14, -0.88], [-4.41, -2.01, -1.45], [-4.01, -3.27, -1.59], [-3.84, 0.34, -0.87], [-3.32, 1.00, 0.24], [-3.28, 2.43, 0.13], [-4.57, 2.84, -0.58], [-5.11, 2.10, -1.54], [-4.69, 0.81, -1.83], [-5.30, 4.06, -0.23], [-3.48, -5.81, -0.90], [-1.67, -5.49, -0.64], [-2.52, -5.52, -2.26], [-1.08, -3.42, -0.34], [-1.39, -0.93, -0.24], [-5.35, -1.72, -1.73], [-4.67, -4.05, -1.97], [-2.57, 0.45, 0.90], [-3.34, 3.05, 1.09], [-5.87, 2.55, -2.05], [-4.88, 0.34, -2.76], [-6.34, 3.93, -0.35], [-4.93, 4.97, -0.72], [-5.14, 4.24, 0.88], [-1.45, 2.71, -5.95], [-0.50, 3.27, -4.89], [-0.17, 4.53, -4.99], [0.73, 5.09, -4.07], [1.10, 4.32, -2.98], [0.61, 2.98, -2.85], [-0.20, 2.49, -3.83], [1.84, 4.97, -1.79], [2.93, 4.30, -1.26], [3.32, 4.61, 0.02], [2.69, 5.66, 0.66], [1.69, 6.29, 0.17], [1.24, 5.97, -1.08], [3.16, 6.07, 2.06], [-1.90, 1.73, -5.66], [-0.90, 2.54, -6.90], [-2.15, 3.43, -6.17], [-0.47, 5.01, -5.89], [1.08, 6.12, -4.17], [0.99, 2.31, -2.11], [-0.74, 1.56, -3.91], [3.38, 3.54, -1.82], [4.10, 4.06, 0.51], [1.11, 7.03, 0.80], [0.38, 6.43, -1.46], [3.70, 6.98, 1.95], [3.63, 5.24, 2.57], [2.22, 6.35, 2.56], [2.49, -7.73, 0.38], [2.79, -6.60, 1.36], [3.84, -5.75, 1.20], [4.01, -4.72, 2.15], [3.02, -4.45, 3.10], [1.98, -5.33, 3.20], [1.89, -6.42, 2.34], [3.09, -3.21, 3.96], [2.06, -2.28, 3.89], [2.24, -1.14, 4.62], [3.28, -0.95, 5.46], [4.25, -1.88, 5.51], [4.24, -3.02, 4.74], [3.38, 0.25, 6.33], [1.43, -7.68, 0.27], [2.87, -8.63, 0.79], [2.99, -7.46, -0.56], [4.46, -5.86, 0.33], [4.83, -4.02, 2.03], [1.17, -5.35, 3.95], [1.11, -7.07, 2.46], [1.26, -2.45, 3.18], [1.51, -0.36, 4.75], [5.12, -1.66, 6.12], [5.01, -3.75, 4.95], [2.36, 0.31, 6.77], [3.64, 1.04, 5.63], [4.09, -0.08, 7.10], [2.03, -3.70, -0.47], [0.90, -4.02, 0.33], [0.60, -3.18, 1.18], [0.43, -5.10, 0.01], [2.14, -2.72, -0.32], [-1.40, -0.88, -5.26], [-2.35, -0.75, -4.27], [-2.33, 0.43, -3.81], [-3.07, -1.70, -3.98], [-1.30, -1.83, -5.50], [-2.11, 2.89, -0.60], [-8.23, -0.27, -0.67], [-9.40, -0.36, -0.55], [-7.05, -0.15, -0.73], [-1.89, 2.11, -1.11], [3.10, 1.80, 1.91], [3.35, 1.09, 0.39], [4.68, 0.84, 0.21], [2.59, 1.52, -0.68], [2.70, -0.25, 0.75], [1.63, 2.12, 2.39], [0.73, 0.97, 2.61], [1.13, 3.41, 2.02], [2.17, 2.23, 3.88]],
  "molar_mass_g_mol": 921.955,
  "total_charge": 2,
  "fmax_ev_per_a": 6.2,
  "lumo_energy_ev": -5.55,
  "homo_lumo_gap_ev": 4.84,
  "spin_multiplicity": 1,
  "energy_ha": -3870.069238
}


# 2
{
  "formula": "C39H45GeI2N9O4PSSbSe4Yb",
  "method": "ωB97M-V with the def2-TZVPD basis set",
  "symbols": ["Yb", "C", "N", "C", "C", "N", "C", "P", "C", "N", "C", "C", "N", "C", "C", "N", "C", "C", "N", "C", "H", "H", "H", "H", "H", "H", "H", "H", "H", "H", "H", "H", "H", "H", "H", "I", "C", "I", "H", "H", "C", "C", "S", "O", "O", "C", "C", "N", "C", "N", "C", "C", "N", "O", "O", "C", "H", "H", "H", "H", "H", "H", "H", "H", "H", "H", "H", "H", "H", "C", "C", "C", "C", "C", "C", "Ge", "C", "C", "C", "C", "C", "C", "C", "C", "C", "C", "C", "C", "H", "H", "H", "H", "H", "H", "H", "H", "H", "H", "H", "H", "H", "H", "H", "Se", "Sb", "Se", "Se", "Se"],
  "coordinates": [[12.32, 13.48, 11.91], [12.72, 9.97, 7.40], [12.97, 10.27, 8.79], [13.08, 9.24, 9.72], [13.25, 9.86, 10.92], [13.16, 11.21, 10.79], [13.04, 11.43, 9.49], [13.42, 13.05, 8.57], [11.87, 13.99, 8.74], [11.01, 13.94, 9.75], [9.84, 14.44, 9.29], [9.97, 14.67, 7.96], [11.22, 14.29, 7.56], [11.81, 14.66, 6.26], [14.63, 13.78, 9.75], [14.61, 13.64, 11.07], [15.87, 14.11, 11.50], [16.56, 14.57, 10.41], [15.80, 14.32, 9.34], [16.23, 14.88, 7.96], [12.67, 8.90, 7.27], [11.83, 10.49, 7.05], [13.55, 10.34, 6.74], [12.94, 8.21, 9.40], [13.40, 9.39, 11.90], [8.95, 14.60, 9.92], [9.31, 15.03, 7.17], [11.03, 15.13, 5.64], [12.58, 15.38, 6.53], [12.23, 13.86, 5.68], [16.04, 14.19, 12.58], [17.58, 14.97, 10.42], [15.33, 14.89, 7.31], [16.53, 15.88, 8.06], [16.98, 14.23, 7.57], [13.71, 13.11, 14.81], [11.72, 13.35, 15.69], [10.69, 14.75, 14.48], [11.81, 13.58, 16.76], [11.20, 12.39, 15.64], [6.33, 9.09, 17.45], [6.92, 10.53, 17.48], [8.18, 10.69, 16.25], [8.53, 12.09, 16.14], [9.18, 9.66, 16.44], [7.29, 10.33, 14.73], [8.00, 9.53, 13.63], [9.34, 10.04, 13.27], [9.57, 11.25, 12.65], [10.83, 11.60, 12.73], [11.47, 10.62, 13.44], [10.55, 9.70, 13.80], [10.85, 8.38, 14.31], [10.05, 7.49, 14.20], [12.01, 8.26, 14.74], [8.61, 11.96, 11.87], [5.49, 8.95, 18.09], [7.16, 8.42, 17.81], [6.01, 8.81, 16.46], [7.42, 10.88, 18.38], [6.26, 11.33, 17.26], [6.96, 11.26, 14.32], [6.36, 9.81, 14.94], [7.36, 9.49, 12.74], [8.10, 8.51, 13.87], [12.55, 10.57, 13.54], [8.65, 13.00, 12.08], [7.58, 11.72, 12.07], [8.83, 11.79, 10.82], [15.44, 7.74, 13.42], [16.26, 7.80, 12.27], [16.77, 9.02, 11.85], [16.49, 10.20, 12.54], [15.68, 10.13, 13.73], [15.08, 8.93, 14.09], [17.62, 11.59, 12.02], [18.63, 12.41, 13.40], [18.48, 12.06, 14.73], [19.30, 12.67, 15.70], [20.16, 13.70, 15.33], [20.27, 14.10, 13.97], [19.54, 13.42, 13.02], [17.98, 11.73, 10.19], [19.21, 12.20, 9.76], [19.56, 11.99, 8.41], [18.63, 11.47, 7.54], [17.32, 11.15, 7.98], [16.98, 11.26, 9.32], [15.08, 6.75, 13.73], [16.48, 6.87, 11.74], [17.43, 9.10, 11.02], [15.40, 11.00, 14.31], [14.37, 8.94, 14.90], [17.75, 11.29, 15.03], [19.11, 12.38, 16.71], [20.76, 14.23, 16.05], [20.97, 14.88, 13.71], [19.61, 13.77, 12.01], [19.88, 12.69, 10.43], [20.60, 12.21, 8.13], [18.92, 11.29, 6.50], [16.59, 10.78, 7.24], [16.01, 10.92, 9.74], [12.43, 18.79, 11.82], [14.62, 18.09, 10.24], [16.56, 17.94, 11.37], [14.51, 18.95, 7.96], [12.41, 16.54, 10.85]],
  "molar_mass_g_mol": 1703.947,
  "total_charge": 2,
  "fmax_ev_per_a": 3.9,
  "lumo_energy_ev": -6.05,
  "homo_lumo_gap_ev": 4.87,
  "de_lowest_kcal_mol": 27.12,
  "spin_multiplicity": 1,
  "energy_ha": -16722.873873
}


# 3
{
  "formula": "C39H46BClFeN9O4S3",
  "method": "ωB97M-V with the def2-TZVPD basis set",
  "symbols": ["Fe", "C", "C", "C", "C", "N", "N", "B", "N", "N", "C", "C", "C", "C", "C", "S", "C", "C", "C", "C", "N", "N", "C", "C", "C", "C", "C", "S", "C", "C", "C", "C", "C", "S", "C", "C", "C", "C", "H", "H", "H", "H", "H", "H", "H", "H", "H", "H", "H", "H", "H", "H", "H", "H", "H", "H", "H", "H", "H", "H", "H", "H", "H", "H", "H", "H", "H", "H", "H", "H", "H", "H", "H", "H", "H", "H", "H", "O", "C", "O", "C", "C", "Cl", "N", "N", "C", "C", "O", "O", "C", "C", "C", "C", "C", "C", "H", "H", "H", "H", "H", "H", "N", "C", "H"],
  "coordinates": [[-0.23, 0.39, 0.38], [1.73, -4.25, 2.04], [0.40, -3.58, 2.05], [-0.38, -3.56, 3.14], [-1.66, -2.88, 3.13], [-2.08, -2.23, 2.11], [-1.32, -2.28, 0.93], [-2.05, -1.67, -0.15], [-1.76, -1.90, -1.60], [-2.41, -3.04, -1.89], [-2.35, -3.51, -3.10], [-1.65, -2.79, -4.10], [-1.00, -1.64, -3.82], [-0.23, -0.87, -4.84], [-1.02, -1.18, -2.46], [-0.06, 0.10, -1.97], [-3.05, -4.84, -3.33], [-2.41, -5.89, -2.41], [-4.53, -4.68, -2.96], [-2.93, -5.30, -4.78], [-3.43, -1.13, 0.11], [-4.39, -2.06, 0.32], [-5.63, -1.66, 0.28], [-5.96, -0.30, -0.01], [-4.99, 0.64, -0.14], [-5.28, 2.09, -0.38], [-3.64, 0.19, -0.02], [-2.33, 1.27, -0.03], [-6.74, -2.66, 0.58], [-7.81, -2.59, -0.52], [-6.20, -4.09, 0.65], [-7.37, -2.28, 1.92], [-0.08, -2.95, 0.82], [0.78, -3.01, -0.56], [-2.59, -3.00, 4.33], [-1.89, -2.50, 5.60], [-3.87, -2.21, 4.11], [-2.93, -4.49, 4.48], [1.96, -4.66, 3.02], [2.52, -3.55, 1.75], [1.75, -5.06, 1.30], [-0.06, -4.06, 4.04], [-1.64, -3.17, -5.12], [-0.36, -1.32, -5.83], [0.83, -0.86, -4.58], [-0.56, 0.17, -4.87], [-2.50, -5.59, -1.36], [-1.35, -6.02, -2.64], [-2.90, -6.85, -2.54], [-4.63, -4.32, -1.94], [-5.04, -5.64, -3.04], [-5.03, -3.98, -3.63], [-1.89, -5.46, -5.08], [-3.39, -4.60, -5.47], [-3.45, -6.26, -4.90], [-7.00, -0.01, -0.09], [-6.35, 2.25, -0.45], [-4.81, 2.43, -1.31], [-4.87, 2.70, 0.42], [-7.38, -2.70, -1.51], [-8.38, -1.65, -0.49], [-8.52, -3.40, -0.37], [-5.97, -4.48, -0.35], [-6.96, -4.74, 1.09], [-5.30, -4.16, 1.25], [-7.75, -1.26, 1.91], [-6.65, -2.36, 2.74], [-8.21, -2.95, 2.13], [-1.66, -1.44, 5.52], [-0.97, -3.05, 5.82], [-2.56, -2.64, 6.45], [-3.67, -1.14, 4.02], [-4.55, -2.37, 4.95], [-4.36, -2.53, 3.19], [-2.05, -5.10, 4.66], [-3.43, -4.86, 3.58], [-3.61, -4.62, 5.32], [4.12, -1.53, 3.58], [3.23, -1.21, 4.51], [3.40, -1.42, 5.68], [1.96, -0.58, 4.01], [0.94, -0.08, 4.79], [0.83, -0.10, 6.48], [-0.04, 0.40, 3.98], [0.32, 0.24, 2.67], [1.52, -0.33, 2.71], [2.22, -0.56, 1.41], [3.37, -0.99, 1.41], [1.54, -0.27, 0.37], [-1.24, 1.12, 4.31], [-2.28, 1.09, 3.39], [-3.46, 1.78, 3.65], [-3.61, 2.49, 4.83], [-2.57, 2.51, 5.74], [-1.38, 1.84, 5.49], [3.82, -1.27, 2.67], [-2.18, 0.52, 2.49], [-4.26, 1.74, 2.92], [-4.53, 3.02, 5.04], [-2.66, 3.08, 6.66], [-0.58, 1.91, 6.21], [1.02, 3.21, 0.36], [0.47, 2.20, 0.41], [1.50, 4.08, 0.32]],
  "molar_mass_g_mol": 903.167,
  "total_charge": 1,
  "fmax_ev_per_a": 1.9,
  "lumo_energy_ev": [-3.82, -3.79],
  "homo_lumo_gap_ev": [7.08, 7.13],
  "de_lowest_kcal_mol": 0.00,
  "spin_multiplicity": 1,
  "energy_ha": -5250.713713
}


# 4
{
  "formula": "C39H46Cl2FeN6O4Si2",
  "method": "ωB97M-V with the def2-TZVPD basis set",
  "symbols": ["Fe", "C", "Si", "C", "C", "N", "C", "C", "C", "C", "C", "C", "N", "Si", "C", "C", "C", "H", "H", "H", "H", "H", "H", "H", "H", "H", "H", "H", "H", "H", "H", "H", "H", "H", "H", "H", "H", "H", "H", "C", "C", "C", "C", "N", "C", "C", "C", "C", "C", "C", "C", "H", "H", "H", "H", "H", "H", "H", "H", "C", "O", "C", "O", "N", "N", "H", "H", "H", "H", "H", "H", "Cl", "C", "C", "C", "C", "C", "Cl", "C", "N", "C", "C", "C", "C", "C", "C", "C", "C", "O", "O", "H", "H", "H", "H", "H", "H", "H", "H", "H", "H"],
  "coordinates": [[-1.14, -0.39, 0.73], [1.78, -1.74, 3.39], [1.40, -1.02, 1.62], [3.04, -0.22, 1.06], [1.16, -2.69, 0.75], [0.20, 0.18, 1.96], [-0.01, 0.92, 3.07], [0.98, 1.30, 3.99], [0.68, 2.05, 5.13], [-0.64, 2.42, 5.37], [-1.64, 2.08, 4.46], [-1.36, 1.38, 3.28], [-2.27, 1.06, 2.29], [-3.72, 1.92, 2.13], [-4.60, 1.75, 0.46], [-3.48, 3.81, 2.37], [-5.10, 1.41, 3.39], [1.99, -2.81, 3.35], [0.91, -1.60, 4.04], [2.63, -1.26, 3.88], [3.86, -0.43, 1.75], [2.92, 0.87, 0.99], [3.33, -0.58, 0.07], [2.15, -3.15, 0.63], [0.73, -2.60, -0.25], [0.53, -3.36, 1.34], [2.00, 1.00, 3.80], [1.46, 2.35, 5.82], [-0.89, 2.98, 6.27], [-2.66, 2.38, 4.67], [-4.03, 1.12, -0.22], [-4.73, 2.73, -0.02], [-5.59, 1.30, 0.58], [-3.34, 4.30, 1.40], [-2.58, 4.01, 2.96], [-4.32, 4.30, 2.88], [-4.69, 1.18, 4.38], [-5.65, 0.54, 3.03], [-5.83, 2.22, 3.52], [-1.31, 3.51, -1.27], [-1.69, 3.14, -2.56], [-1.98, 1.82, -2.82], [-1.91, 0.87, -1.80], [-1.56, 1.24, -0.54], [-1.24, 2.51, -0.31], [-2.16, -0.56, -1.96], [-2.66, -1.12, -3.15], [-2.89, -2.48, -3.24], [-2.61, -3.30, -2.16], [-2.11, -2.74, -0.98], [-1.89, -1.37, -0.84], [-1.05, 4.53, -1.03], [-1.73, 3.88, -3.35], [-2.23, 1.50, -3.82], [-0.92, 2.72, 0.71], [-2.87, -0.49, -4.01], [-3.28, -2.90, -4.16], [-2.78, -4.37, -2.23], [-1.90, -3.41, -0.15], [-3.21, -2.38, 5.08], [-2.11, -2.37, 4.18], [-2.33, -2.00, 2.90], [-1.44, -2.11, 2.09], [-3.61, -1.58, 2.59], [-3.82, -1.16, 1.26], [-2.88, -2.96, 5.95], [-4.08, -2.85, 4.63], [-3.47, -1.37, 5.41], [-3.97, -0.88, 3.23], [-2.94, -0.64, 0.90], [-3.88, -1.99, 0.69], [5.63, -1.92, -1.95], [5.34, -2.25, -3.62], [6.15, -3.20, -4.24], [5.86, -3.62, -5.52], [4.76, -3.11, -6.19], [3.99, -2.13, -5.58], [2.64, -1.48, -6.45], [4.26, -1.65, -4.29], [3.44, -0.65, -3.76], [3.88, 0.53, -3.18], [5.18, 1.02, -3.32], [5.59, 2.18, -2.69], [4.69, 2.90, -1.92], [3.36, 2.48, -1.87], [2.93, 1.33, -2.51], [1.47, 0.98, -2.51], [1.15, -0.32, -1.73], [1.42, -1.40, -2.31], [0.67, -0.16, -0.58], [6.98, -3.62, -3.69], [6.48, -4.37, -6.00], [4.50, -3.44, -7.19], [2.50, -0.97, -3.44], [5.89, 0.46, -3.93], [6.61, 2.51, -2.79], [5.00, 3.79, -1.39], [2.64, 3.07, -1.32], [1.13, 0.82, -3.54], [0.90, 1.79, -2.07]],
  "molar_mass_g_mol": 845.758,
  "total_charge": -2,
  "fmax_ev_per_a": 2.5,
  "lumo_energy_ev": [3.93, 3.93],
  "homo_lumo_gap_ev": [4.32, 4.50],
  "de_lowest_kcal_mol": 46.96,
  "spin_multiplicity": 5,
  "energy_ha": -4906.465039
}